# 1
Here is 11 unconnected molecules or ions with the total composition C46H66N11O2 in a non-equilibrium geometry from OMol25. Energies are from wB97M-V/def2-TZVPD.

Structure (XYZ):
```
125
Properties=species:S:1:pos:R:3:lowdin_charge:R:1
C 35.19179 -43.69543 42.76862 -0.05
O 35.75908 -42.81958 41.77684 -0.22
C 36.97219 -43.31923 41.10641 -0.17
C 37.43231 -42.11043 40.32983 -0.08
N 37.43850 -40.88231 41.21525 0.08
H 36.55430 -40.87006 41.71495 0.14
H 38.17071 -40.94889 41.85251 0.05
C 37.44322 -39.59705 40.49454 -0.11
C 36.94973 -38.52144 41.32662 -0.20
O 35.82252 -38.91277 42.13831 -0.17
C 35.01915 -37.96813 42.76648 -0.13
H 36.03705 -43.71271 43.50861 0.07
H 35.16737 -44.75565 42.41078 0.09
H 34.21065 -43.31779 43.13080 0.09
H 36.84175 -44.03656 40.22110 0.14
H 37.66591 -43.69156 41.81560 0.08
H 36.49144 -41.95158 39.81865 0.13
H 38.44098 -42.27852 39.80650 0.14
H 37.06561 -39.78823 39.53645 0.12
H 38.46116 -39.06971 40.40895 0.15
H 36.70744 -37.70111 40.65008 0.13
H 37.66178 -38.29096 42.11236 0.10
H 35.47423 -37.08525 43.43212 0.11
H 34.37011 -38.32516 43.46583 0.04
H 34.46444 -37.18674 42.19630 0.09
N 37.20556 -39.83363 47.56679 0.03
C 37.21624 -38.53120 47.33126 -0.22
C 36.01719 -38.15798 46.82588 -0.07
C 35.32151 -39.49186 46.46870 -0.10
C 36.08095 -40.44493 46.92305 -0.14
H 37.97574 -40.33012 47.93487 0.13
H 37.95561 -37.88627 47.66792 0.09
H 35.55845 -37.07266 46.62383 0.13
H 34.29060 -39.50455 46.05956 0.10
H 35.85436 -41.37295 47.19130 0.07
N 39.71582 -38.62288 37.62016 0.02
C 40.58733 -39.07644 38.62882 -0.11
C 40.36479 -40.48646 38.67615 -0.11
C 39.39783 -40.78620 37.55814 -0.12
C 39.03470 -39.63852 36.88874 -0.05
H 39.54410 -37.68479 37.34367 0.04
H 41.30303 -38.38804 39.21900 0.13
H 40.77905 -41.42410 39.16038 0.08
H 39.08684 -41.79167 37.13934 0.11
H 38.48885 -39.67724 36.21447 -0.02
N 39.21597 -39.57594 43.58619 0.01
C 40.10605 -40.48744 43.00824 -0.12
C 39.57108 -41.75854 43.12976 -0.07
C 38.29114 -41.57946 44.02510 -0.06
C 38.17974 -40.25671 44.22343 -0.14
H 39.36734 -38.59350 43.98198 0.11
H 40.90318 -40.22386 42.33070 0.11
H 40.19317 -42.58670 42.88909 0.07
H 37.64821 -42.29920 44.42071 0.06
H 37.44840 -39.62485 44.84588 0.13
N 39.97477 -35.83029 37.12943 0.02
C 40.50970 -35.46455 38.38881 -0.20
C 39.66989 -35.30697 39.32033 -0.10
C 38.37732 -35.72613 38.74377 -0.06
C 38.59947 -35.98587 37.44046 -0.16
H 40.41036 -35.81816 36.20964 0.16
H 41.63316 -35.25082 38.35590 0.15
H 39.99027 -35.08622 40.32575 0.09
H 37.57776 -35.99088 39.34732 0.06
H 37.88494 -36.15101 36.65705 0.12
N 34.43010 -32.24085 46.04282 -0.05
C 33.62246 -33.40163 45.78864 -0.13
C 34.39202 -34.14321 44.93093 -0.11
C 35.79848 -33.51954 44.72963 -0.06
C 35.68767 -32.33109 45.44567 -0.16
H 33.99821 -31.49627 46.78816 0.21
H 32.62009 -33.50737 46.16239 0.10
H 34.12592 -35.03852 44.27382 0.09
H 36.68838 -33.64336 44.30328 0.02
H 36.30345 -31.48274 45.68240 0.10
N 40.97050 -37.18166 43.86158 -0.03
C 40.45165 -36.50518 42.71276 -0.09
C 39.14679 -36.05950 43.04178 -0.04
C 39.07594 -36.25544 44.55212 -0.07
C 40.17850 -36.95453 44.96421 -0.18
H 41.92831 -37.41107 43.73500 0.13
H 41.07968 -36.80226 41.84916 0.11
H 38.39852 -35.83865 42.41980 0.03
H 38.42291 -35.97115 45.35921 0.09
H 40.26556 -37.33909 46.00290 0.13
N 28.73994 -42.66592 43.45900 0.02
C 29.85248 -42.96898 42.65377 -0.16
C 30.91842 -42.50409 43.24902 -0.12
C 30.46524 -41.57080 44.35497 -0.09
C 29.13255 -41.72180 44.37083 -0.18
H 27.87020 -42.94375 43.16027 0.11
H 29.74163 -43.59437 41.71085 0.13
H 31.96053 -42.59801 42.90991 0.07
H 31.01369 -40.87391 45.11204 0.12
H 28.35857 -41.44241 45.05179 0.11
N 40.45856 -44.64043 37.87143 -0.01
C 41.22556 -44.09803 38.79646 -0.20
C 40.76124 -44.34066 40.08644 -0.03
C 39.55206 -45.26389 39.72382 -0.07
C 39.35081 -45.28549 38.34007 -0.09
H 40.59412 -44.60275 36.94602 0.10
H 42.11863 -43.56813 38.34583 0.14
H 41.19038 -44.05498 41.06320 0.08
H 39.07656 -45.78898 40.40795 0.00
H 38.68051 -45.67378 37.59657 0.11
N 34.19170 -47.60118 37.77418 -0.08
C 33.15971 -46.77477 38.36097 -0.14
C 33.60858 -46.18726 39.59056 -0.05
C 35.00921 -46.81737 39.73383 -0.10
C 35.23643 -47.67171 38.62491 -0.21
H 33.91811 -48.26670 36.78552 0.26
H 32.30951 -46.60926 37.69881 0.09
H 32.93932 -45.58489 40.08918 0.04
H 35.85598 -46.47030 40.38796 0.07
H 36.01818 -48.24781 38.06256 0.12
N 38.22152 -47.24069 42.87277 0.03
C 39.08206 -46.15587 43.15562 -0.09
C 38.30397 -45.39372 43.96589 -0.09
C 37.09269 -46.13518 44.47178 -0.02
C 37.19968 -47.27066 43.79056 -0.14
H 38.46956 -48.08732 42.47010 0.11
H 40.07652 -46.06923 42.81502 0.10
H 38.65312 -44.49300 44.24711 0.03
H 36.60242 -45.75399 45.08395 -0.02
H 36.43119 -48.03914 43.84762 0.13
```

Output
total energy: -2544.3270 hartree
molecular weight: 805.1 g/mol
2S+1: 1
HOMO-LUMO gap: 8.5 eV
charge: +1
E_HOMO: -9.90 eV

=====

# 2
Here is a molecular structure, C46H67BrCoN8OPS from OMol25. Energies are from wB97M-V/def2-TZVPD.

Structure (XYZ):
```
126
Properties=species:S:1:pos:R:3:mulliken_spin:R:1
Co -0.45560 0.15203 0.47575 1.21
N -7.15544 7.93069 1.38271 0.00
C -6.40600 7.06589 1.28627 0.00
C -5.46522 5.98482 1.15893 0.00
C -4.12432 6.26109 0.90515 0.00
C -3.22113 5.22035 0.77665 0.00
C -3.64559 3.90041 0.88888 0.00
C -4.98862 3.63190 1.13925 0.00
C -5.89664 4.66599 1.27918 0.00
C -2.68047 2.77482 0.74508 0.01
C -1.72358 2.62340 1.74134 0.02
C -1.64849 3.38038 2.94758 0.00
C -0.61258 2.86356 3.68240 -0.01
C -0.07576 1.80562 2.91563 -0.02
N -0.71723 1.65414 1.76488 -0.05
C -2.82276 1.96265 -0.38158 0.01
C -3.70879 2.17747 -1.47181 0.00
C -3.45995 1.17941 -2.38516 0.00
C -2.43881 0.38790 -1.81861 0.01
N -2.05516 0.83395 -0.62540 0.03
H -3.79780 7.28794 0.81413 0.00
H -2.17756 5.43288 0.58215 0.00
H -5.31803 2.60457 1.22851 0.00
H -6.93904 4.45993 1.48001 0.00
H -2.29654 4.20086 3.20919 0.00
H -0.26330 3.18350 4.65014 0.00
H 0.76521 1.18064 3.17808 0.00
H -4.41869 2.98417 -1.55859 0.00
H -3.93163 1.02996 -3.34267 0.00
H -1.97944 -0.48659 -2.24431 -0.01
O -4.33630 -2.06308 4.97862 0.00
C -3.48769 -1.64861 4.02911 0.00
C -3.87167 -0.92548 2.91374 0.00
C -2.91496 -0.57042 1.99826 0.00
N -1.60404 -0.86931 2.09598 -0.03
C -1.25398 -1.55916 3.20395 0.01
Br 0.54021 -2.01892 3.56687 0.00
C -2.15039 -1.97037 4.17512 0.00
H -5.24027 -1.79054 4.78166 0.00
H -4.90537 -0.64851 2.75087 0.00
H -3.19619 -0.01137 1.11602 0.00
H -1.82025 -2.53019 5.03703 0.00
C 6.26645 2.48595 2.45185 0.00
N 4.97479 1.83102 2.49627 0.00
C 4.73939 0.63763 3.07683 0.00
S 3.15417 0.06173 3.15907 -0.01
N 5.80815 -0.01786 3.55133 0.00
C 5.77844 -1.31791 4.19518 0.00
H 6.14682 3.46381 1.99560 0.00
H 6.98193 1.92034 1.84863 0.00
H 6.67941 2.63107 3.45399 0.00
H 4.14503 2.33299 2.21840 0.00
H 6.70243 0.44067 3.50225 0.00
H 4.76740 -1.70905 4.13414 0.00
H 6.06413 -1.23647 5.24373 0.00
H 6.46073 -2.00090 3.68902 0.00
C 1.17770 5.14245 -0.48322 0.00
C 1.06733 3.84219 -1.27205 0.00
C -0.24220 3.83836 -2.07371 0.00
C 2.25648 3.70033 -2.21790 0.00
N 1.13058 2.76740 -0.25700 0.01
N 0.73056 1.48420 -0.72920 -0.06
H 1.27930 5.98836 -1.16258 0.00
H 2.04715 5.12040 0.17584 0.00
H 0.28590 5.30200 0.12894 0.00
H -0.36194 4.79085 -2.59069 0.00
H -1.10416 3.70217 -1.41571 0.00
H -0.26198 3.05973 -2.84059 0.00
H 2.24542 4.49302 -2.96686 0.00
H 2.23366 2.74389 -2.74662 0.00
H 3.19057 3.76832 -1.66041 0.00
H 0.52727 3.00153 0.52291 0.00
H 1.55348 1.02632 -1.10191 -0.01
H 0.05187 1.56425 -1.48678 0.00
C 0.10229 -2.93755 -5.32764 0.00
C 1.08126 -1.81735 -4.93568 0.00
C 0.72548 -1.20527 -3.57206 0.00
C 0.23014 -2.31108 -2.62905 0.00
C -1.14512 -2.79976 -3.14559 0.00
C -1.25366 -2.69168 -4.67738 0.00
P 0.28969 -1.89268 -0.81210 0.04
C -0.63053 -3.29525 -0.00059 -0.04
C -2.15356 -3.09226 -0.09532 0.00
C -2.87439 -3.95637 0.94498 0.00
C -2.22715 -5.34950 1.06590 0.00
C -1.47896 -5.69486 -0.21793 0.00
C -0.28161 -4.75142 -0.39675 0.00
C 2.07039 -2.17331 -0.37325 -0.06
C 2.70639 -3.49885 -0.86236 0.00
C 3.61218 -3.29591 -2.07503 0.00
C 4.80950 -2.40429 -1.72821 0.00
C 4.44908 -1.41541 -0.61313 0.00
C 2.98759 -0.98905 -0.73391 -0.02
H 0.48456 -3.90713 -4.99490 0.00
H 0.00697 -2.99681 -6.41167 0.00
H 1.07773 -1.03061 -5.69266 0.00
H 2.09774 -2.21641 -4.90188 0.00
H -0.07355 -0.46599 -3.68948 0.00
H 1.58884 -0.66764 -3.18614 0.00
H 0.92348 -3.15459 -2.70453 0.00
H -1.95741 -2.23609 -2.69553 0.00
H -1.28583 -3.84257 -2.85711 0.00
H -1.61012 -1.69773 -4.96276 0.00
H -1.99582 -3.40511 -5.03650 0.00
H -0.34776 -3.16322 1.04851 -0.01
H -2.49998 -3.37729 -1.08492 0.00
H -2.41687 -2.04286 0.02749 0.00
H -3.92156 -4.05581 0.65063 0.00
H -2.86344 -3.45837 1.91729 0.00
H -2.98768 -6.09925 1.28386 0.00
H -1.51647 -5.36562 1.89805 0.00
H -2.16323 -5.62900 -1.06873 0.00
H -1.11508 -6.72292 -0.19086 0.00
H 0.08488 -4.82598 -1.42211 0.00
H 0.51945 -5.10606 0.25483 0.00
H 2.02824 -2.19386 0.72091 0.00
H 1.95478 -4.24869 -1.08589 0.00
H 3.30985 -3.90522 -0.04556 0.00
H 3.03888 -2.83951 -2.88695 0.00
H 3.95342 -4.26469 -2.44250 0.00
H 5.12205 -1.85524 -2.61963 0.00
H 5.66126 -3.01457 -1.42121 0.00
H 5.10079 -0.54422 -0.65771 0.00
H 4.59592 -1.87369 0.36489 0.00
H 2.82476 -0.63994 -1.75745 0.01
H 2.78574 -0.16860 -0.05445 -0.02
```

Output
total energy: -7002.5032 hartree
molecular weight: 950.0 g/mol
2S+1: 2
HOMO-LUMO gap (alpha / beta): 6.9 / 6.9 eV
charge: +1
E_HOMO (alpha / beta): -9.95 / -9.95 eV